Record 1
Molecular formula: C20H43N2OP3SSc
Method: DFT, ωB97M-V/def2-TZVPD

Results
Maximum force (Eh/bohr): 0.0736
M (g/mol): 497.522
Spin multiplicity: 1
E (eV): -85839.125
Total charge: +3
HOMO energy (spin up / spin down) (eV): -16.810 / -16.794
Energy above the lowest of the compared OMol25 structures with the same formula, charge and spin (kJ/mol): 208.9
HOMO-LUMO gap (spin up / spin down) (eV): 4.20 / 5.71

Atoms and positions in Å:
H -2.1450 0.4965 3.0997
H -3.7041 2.5476 -0.3310
C 1.3870 -3.0348 -0.2652
H 2.2648 4.3274 2.1757
H 2.0785 3.6008 -2.3205
P -1.4452 -1.1330 -1.5711
H 1.3873 -6.8447 -0.8411
C 0.8862 -3.8517 0.7626
H -2.6573 -3.1924 -1.0649
H -0.7732 3.6398 -3.1698
N 1.5984 3.8376 2.7440
H 4.0402 -3.0695 1.9295
C -1.0645 2.9791 -2.3419
H -2.8247 -1.2601 -3.5895
P -1.9353 1.1586 0.7541
C -2.4745 -2.2537 -0.5219
C -2.7432 0.3200 2.1971
C 2.0140 -4.9169 -1.5896
C 0.9193 -5.2219 0.5747
H -4.4034 1.0791 0.3856
H 1.7152 -2.9018 -2.4192
C -3.5348 1.4787 -0.1525
C 1.6763 -3.5740 -1.5452
H 0.9794 4.1498 -1.0054
C 0.8555 4.4602 3.8278
C 0.9622 1.3427 -3.4171
H 0.6453 3.1334 5.5423
H -1.0856 3.4357 1.0707
H 4.8685 -2.7155 -1.0193
H -1.8944 2.3506 -2.6786
P 0.3707 1.9653 -1.8055
H -1.4076 -2.7189 -3.4450
H 0.6353 -3.3501 1.7076
H 2.2609 2.9622 -0.6461
N 0.6089 2.1558 3.6739
C -0.7181 -2.4159 -2.6486
H 0.2035 -2.0132 -3.0837
H -2.8260 3.3650 1.4173
H 1.5261 5.0275 4.4871
H -3.5461 1.0206 -1.1379
H 1.5253 2.1221 -3.9500
H -0.2099 -0.9835 1.1354
C -2.6990 -0.5174 -2.7952
C 1.4484 2.4953 2.6853
C -1.8704 2.8305 1.5318
H 4.5803 -1.3322 0.1424
H 0.4459 1.1758 3.9234
H 0.1055 1.0229 -4.0289
O 1.8254 -1.8245 0.0798
C 1.5444 3.2980 -1.4091
Sc 0.9597 -0.0541 0.0849
H 2.6443 -5.3285 -2.3920
H -3.6739 -0.3676 -2.3224
H -2.7514 -0.7615 2.0156
C 4.2426 -3.3281 0.8771
C 0.2297 3.2575 4.5327
H 0.5251 -5.8524 1.3811
H -3.7754 0.6804 2.3677
H -2.3404 0.4173 -3.2392
H 0.0882 5.1514 3.4466
H -0.4847 -3.2860 -2.0197
H -0.8625 3.3507 4.5986
H -1.9203 -2.4805 0.3961
H -1.4091 3.6075 -1.5130
H 4.3441 -4.3792 0.6262
H 1.6180 0.4750 -3.2470
C 4.4964 -2.3992 -0.0361
H -1.6336 2.7638 2.6030
C 1.4265 -5.7610 -0.6248
H -3.4347 -1.7835 -0.2680
S 2.3151 1.4248 1.6785


Record 2
Molecular formula: C20H43N3NbO2
Method: DFT, ωB97M-V/def2-TZVPD

Results
Maximum force (Eh/bohr): 0.1961
M (g/mol): 450.489
Spin multiplicity: 1
E (eV): -31541.982
Total charge: -1
HOMO energy (eV): -4.362
Energy above the lowest of the compared OMol25 structures with the same formula, charge and spin (kJ/mol): 439.1
HOMO-LUMO gap (eV): 6.44

Atoms and positions in Å:
O 0.2326 -1.9591 1.5957
H 4.4052 -3.2117 1.5255
C -4.5293 4.2510 5.7437
H 6.4156 0.1040 -4.2866
H 3.7134 -0.7748 -1.7679
C -0.7917 3.9303 2.0055
H -0.8484 -4.6109 -5.5368
H 1.3531 2.2497 2.8092
H 0.2351 -1.9989 -1.2397
H -3.7065 4.9282 5.4835
C 0.1765 4.0477 3.1843
H -3.3860 -1.7267 -4.8744
H -2.4640 -3.8155 -6.1834
H -3.8397 -1.5352 -2.5274
Nb -0.9073 -1.2703 -0.0406
H 0.9992 4.7249 2.9241
H 1.4220 2.8324 4.4711
H 6.2260 -1.6449 -4.5329
H -1.8909 -2.7970 -0.1536
H -1.6336 3.2784 2.2625
C -1.1498 -2.4393 -4.8321
N -4.1682 3.0852 2.3585
H 3.3683 -1.7108 2.2788
C -1.7540 -3.9342 -5.2340
H 1.3766 -3.6158 2.3120
H -2.0956 -0.3300 -4.6718
H -2.2051 -0.6415 1.1096
H -2.1756 -2.5780 -2.3493
H 3.9304 0.3186 -3.9775
H -0.6974 -2.0015 -5.8414
H -4.7401 2.2061 6.4499
H -5.0550 4.6956 6.5959
H -0.0344 2.0028 3.8905
C -0.0652 3.3573 0.7996
H -1.1512 0.1747 -2.5280
H 5.5083 -0.5150 -5.6794
C -5.4974 4.1336 4.5648
H -2.7673 0.4896 -1.4931
H 4.2770 -1.5681 0.6109
C 5.7219 -0.6770 -4.6181
H -5.8978 5.1200 4.3080
H 2.2834 -2.1437 -0.4948
H -3.3527 2.4530 5.3686
C 4.6660 -0.8220 -2.3058
H -6.3394 3.4818 4.8218
H -3.2837 3.0357 7.0305
C 0.7597 2.7038 3.6091
H 0.0314 0.2974 0.0628
C 2.4041 -2.8598 0.4228
H 0.3811 -3.9744 0.7398
C -3.9460 2.9071 6.1684
C 1.0300 -3.1513 1.2686
H -0.3492 4.4923 4.0365
C -4.7709 3.5606 3.3589
H -0.2572 -2.5068 -4.0443
C 4.4308 -0.6409 -3.8066
H 3.7583 -1.4253 -4.1752
C 5.3186 -2.1703 -2.0474
C -2.3643 -1.4423 -4.3376
H -2.3728 -4.4357 -4.3699
N 0.5375 2.8819 -0.2008
O 2.8454 -4.1833 -0.1292
H 3.7087 -4.0513 -0.6332
H -1.1921 4.9167 1.7486
C -2.0026 -0.3212 -1.8570
N 5.8600 -3.2887 -1.8331
H 5.3139 -0.0279 -1.9193
C 3.6640 -2.3032 1.3130
C -2.6718 -1.5558 -2.7106


Record 3
Molecular formula: C20H43O10PS
Method: DFT, ωB97M-V/def2-TZVPD

Results
Maximum force (Eh/bohr): 0.0185
M (g/mol): 506.595
Spin multiplicity: 1
E (eV): -62031.154
HOMO energy (eV): -9.281
Energy above the lowest of the compared OMol25 structures with the same formula, charge and spin (kJ/mol): 160.8
HOMO-LUMO gap (eV): 9.93

Atoms and positions in Å:
H -6.3703 1.1383 2.0739
H 0.3704 3.7070 -3.2338
H -9.4806 -4.4232 2.4035
C -6.6469 1.7634 4.7503
C 7.6260 0.7484 -3.4768
C -8.8805 -4.2665 0.3351
H -1.2101 5.3887 2.0816
O -8.6773 -2.0348 1.0993
H 8.3427 1.3494 -2.9263
H -6.2856 2.7351 4.3927
H 3.0033 -0.5918 -3.6651
H 7.8605 0.7614 -4.5381
H 3.8740 1.3855 -2.3680
H 8.7396 -3.3516 -4.0201
H -6.5972 1.7575 5.8398
H -2.8189 5.2580 3.9240
O 5.3047 0.1583 -3.1611
H 10.5273 -5.0478 -2.8102
H 0.1585 1.4609 -3.1114
O 9.8400 -1.8436 -3.1464
H 6.2078 1.7902 -2.2669
C -8.0144 -2.8819 2.0430
P 1.0791 2.5115 -3.0872
H 12.7069 -3.4096 -2.7212
H 4.6413 0.2337 -1.2244
S 1.0447 1.4635 -0.4382
C 11.6673 -3.1885 -2.4849
O -2.5254 2.9206 1.6210
C 4.2564 0.3782 -2.2328
O 1.8560 -0.2583 -2.0612
C -6.6585 0.3958 2.8215
H -9.1806 -2.4529 -0.8551
H 5.8865 1.9666 -3.9711
H 10.9800 -4.1770 -4.2789
C 3.1572 -0.5959 -2.5895
H -2.2576 3.6375 4.3480
H 8.8404 -3.4054 -2.2506
O 2.1526 2.3537 -4.0728
H 11.7432 -1.5000 -3.8526
C -8.5631 -4.2853 1.8274
C -1.1488 3.2418 1.8500
C -3.3534 3.6965 2.4882
C -9.3764 -2.8397 0.1453
C 10.6639 -4.0571 -3.2405
H -9.6138 -5.0117 0.0317
H -6.5231 -0.5910 2.3868
H -8.1940 -2.5096 3.0522
C -8.0849 0.6434 3.2858
C 11.2491 -1.7896 -2.9188
H -0.2441 4.5827 3.3214
H -7.9691 -4.4294 -0.2441
H -4.8198 0.8580 3.9468
C 6.2110 1.2476 -3.2165
H -3.8624 4.4613 1.8914
O -8.0062 1.6063 4.3421
H 3.3934 -1.6100 -2.2687
H -0.6520 3.3876 0.8934
H -4.1101 3.0486 2.9340
H -8.7257 1.0280 2.4934
H -5.9229 -0.2714 4.7411
C -5.8703 0.6190 4.1100
O 1.6135 2.5815 -1.5446
O 2.0237 0.1628 -0.6954
H -0.6752 2.4023 2.3648
H 7.7074 -0.2849 -3.1546
H -6.9378 -2.8417 1.8430
H 11.4598 -1.0288 -2.1665
C 9.4040 -3.2042 -3.1682
H -10.4506 -2.7613 0.3431
C -2.4263 4.3272 3.5181
H -7.8585 -5.0626 2.1186
H 11.5295 -3.3074 -1.4081
C -1.1409 4.4983 2.7104
O 1.5503 1.9284 0.8130
H -8.5387 -0.2697 3.6849